Record 1
{"formula": "C6H9I", "method": "the ωB97M-V functional and the def2-TZVPD basis", "e_homo_ev": -7.97, "homo_lumo_gap_ha": 0.299, "lumo_ev": 0.18, "relative_energy_kcal_mol": 87.8, "elements": ["C", "C", "C", "C", "C", "C", "I", "H", "H", "H", "H", "H", "H", "H", "H", "H"], "positions_angstrom": [[-0.4387, 1.2721, -1.1591], [-0.5991, -0.0068, -1.5449], [-0.5295, 1.0339, 0.3465], [-0.7656, -0.4027, -0.1775], [0.6175, 1.3947, 1.2747], [0.8789, -2.1665, -0.0675], [-2.5689, -1.5582, 0.3232], [-0.1641, 2.2917, -1.6075], [-0.7615, -0.5434, -2.3683], [-1.4419, 1.4405, 0.7528], [0.4511, 1.0229, 2.1730], [0.8178, 2.4492, 1.2603], [1.4870, 0.8127, 0.9909], [1.1426, -2.1080, 0.9005], [1.5768, -1.9359, -0.8028], [0.2977, -2.9960, -0.2943]], "atomic_forces_ev_per_a": [[1.3573, 2.3033, -0.5310], [-0.3601, 3.0583, 2.9318], [-0.2556, -0.3013, -0.5781], [1.5832, -4.0674, 1.2000], [0.7699, -0.1237, -4.3886], [-2.9689, 2.6939, -1.4050], [0.7024, 0.5982, -0.0579], [-0.5100, -1.7893, 0.1652], [-0.2756, -1.7728, -3.3203], [-0.5399, 0.0744, 0.1455], [-1.2173, -1.1164, 4.5251], [0.1252, 0.4394, 0.1395], [0.5362, 0.3011, -0.5509], [1.1292, 0.2792, 3.1818], [1.1936, 0.6883, -1.0427], [-1.2698, -1.2651, -0.4144]], "lowdin_charge": [-0.042, -0.151, -0.359, -0.633, -0.039, 0.095, 0.692, 0.132, 0.064, 0.117, 0.024, 0.082, 0.083, -0.037, -0.003, -0.025]}

=====

Record 2
{"formula": "C6H9I", "method": "the ωB97M-V functional and the def2-TZVPD basis", "e_homo_ev": [-5.62, -9.94], "spin_multiplicity": 3, "s_squared": 2.017, "homo_lumo_gap_ha": [0.223, 0.277], "lumo_ev": [0.45, -2.39], "relative_energy_kcal_mol": 38.8, "elements": ["C", "C", "C", "C", "C", "C", "I", "H", "H", "H", "H", "H", "H", "H", "H", "H"], "positions_angstrom": [[-0.2934, 1.5360, 0.3143], [0.7532, 0.8591, 0.8032], [-0.8686, 0.3391, -0.3985], [0.4474, -0.3434, 0.0225], [-2.1633, -0.2157, 0.1726], [0.8704, -1.5963, -0.0830], [4.6136, 0.0552, 0.0420], [-0.7280, 2.4426, 0.7154], [1.7102, 1.0900, 1.2004], [-0.9496, 0.3264, -1.4293], [-2.3316, -1.2152, -0.0989], [-3.0362, 0.3724, -0.2688], [-2.2334, -0.2063, 1.2751], [3.0920, -0.6278, 0.4065], [0.4200, -2.2111, -0.8109], [1.8633, -1.9496, 0.1599]], "atomic_forces_ev_per_a": [[-5.0928, 4.2622, -1.8380], [5.0357, -6.7013, -0.7795], [0.1417, -0.7499, 1.6833], [-1.4579, 5.9368, 3.7513], [-1.1702, 1.9067, 0.2768], [2.0546, -3.1728, -0.8490], [-1.4072, -0.6484, 0.3657], [-0.3754, -0.1076, -0.2123], [0.4234, 0.5651, 0.7375], [-0.1985, 0.6154, -2.3090], [-0.0439, -1.5610, -0.6430], [1.0017, -0.6341, 0.7654], [0.2163, 0.3357, -0.4365], [1.6531, 0.7631, -0.3910], [-0.7515, -0.8538, -0.6195], [-0.0291, 0.0441, 0.4978]], "lowdin_charge": [-0.070, -0.043, -0.301, -0.246, -0.059, 0.055, 0.383, 0.100, 0.058, 0.111, 0.047, 0.101, 0.091, -0.309, 0.057, 0.026]}